DFT (ωB97M-V/def2-TZVPD) results for a structure of composition C31H39AlN6O5PTe.

Geometry as XYZ:
```
84
Properties=species:S:1:pos:R:3:mulliken_charge:R:1
Al -1.09 1.23 2.26 0.162
O -0.77 4.02 -0.94 -0.800
C 0.56 3.94 -1.17 0.768
C 1.08 4.75 -2.17 -0.673
C 2.43 4.70 -2.50 -0.460
C 3.27 3.84 -1.80 -0.763
C 2.76 3.05 -0.79 -0.489
C 1.40 3.05 -0.45 0.254
C 0.86 2.21 0.59 0.327
O -0.42 2.34 0.92 -0.530
N 1.62 1.36 1.25 -0.469
N 0.88 0.75 2.18 0.681
C 1.50 -0.13 2.97 -0.704
C 0.88 -0.67 4.14 0.871
C 1.50 -1.70 4.87 -0.846
C 0.96 -2.20 6.04 -0.575
C -0.24 -1.68 6.52 -0.530
C -0.88 -0.66 5.82 -0.391
C -0.35 -0.13 4.64 0.134
O -0.96 0.87 4.04 -0.617
H -0.95 3.38 -0.19 0.492
H 0.40 5.41 -2.70 0.429
H 2.82 5.33 -3.29 0.340
H 4.33 3.80 -2.04 0.386
H 3.41 2.39 -0.23 0.347
H 2.54 -0.38 2.74 0.355
H 2.44 -2.10 4.49 0.314
H 1.46 -3.00 6.58 0.344
H -0.69 -2.07 7.42 0.324
H -1.81 -0.24 6.16 0.410
O -0.20 -0.63 -0.25 -0.177
P 0.35 -1.35 -1.40 -0.839
N 2.00 -1.64 -1.37 0.100
C 2.43 -2.44 -0.20 -0.446
C 3.92 -2.13 -0.12 -0.808
C 3.96 -0.63 -0.42 -0.870
C 2.80 -0.40 -1.39 0.715
N 0.04 -0.53 -2.81 0.463
C 0.69 -0.86 -4.07 -0.550
C 1.06 0.50 -4.71 -0.982
C 0.72 1.55 -3.65 0.137
C -0.37 0.88 -2.82 -0.480
N -0.26 -2.89 -1.55 0.385
C -1.73 -3.00 -1.53 -0.406
C -2.01 -4.34 -2.20 -0.685
C -0.85 -4.49 -3.18 -0.673
C 0.32 -3.95 -2.37 -0.495
H 2.22 -3.49 -0.36 0.205
H 1.92 -2.11 0.71 0.293
H 4.46 -2.69 -0.88 0.317
H 4.33 -2.38 0.86 0.414
H 4.92 -0.31 -0.83 0.371
H 3.77 -0.06 0.50 0.226
H 3.14 -0.20 -2.41 0.323
H 2.21 0.46 -1.05 -0.866
H 0.00 -1.41 -4.73 0.396
H 1.56 -1.50 -3.90 0.324
H 0.46 0.65 -5.62 0.279
H 2.11 0.53 -5.01 0.385
H 0.39 2.50 -4.08 0.696
H 1.58 1.77 -3.02 -0.426
H -1.34 0.97 -3.32 0.365
H -0.47 1.25 -1.80 -0.161
H -2.18 -2.18 -2.09 0.331
H -2.11 -2.93 -0.50 -0.026
H -2.99 -4.36 -2.68 0.367
H -1.98 -5.15 -1.47 0.339
H -1.02 -3.85 -4.06 0.236
H -0.70 -5.51 -3.52 0.399
H 1.14 -3.57 -2.99 0.275
H 0.73 -4.74 -1.74 0.375
Te -3.00 -0.66 1.78 -0.401
O -2.43 2.47 2.41 -0.325
N -3.75 2.16 2.52 0.337
C -4.25 1.15 1.62 0.017
C -5.70 0.89 1.89 -0.994
C -6.43 1.64 2.73 -0.067
C -5.85 2.74 3.47 -0.916
C -4.50 2.90 3.33 -0.202
H -4.07 1.49 0.59 0.257
H -6.14 0.04 1.39 0.333
H -7.48 1.39 2.89 0.312
H -6.41 3.35 4.15 0.333
H -3.93 3.65 3.87 0.398
```

Output
Orbital gap (alpha / beta) ... 3.22 / 4.94 eV
Charge ... -2
Relative energy (zero: lowest compared OMol25 entry of this formula, charge and spin) ... 0.00 kcal per mole
Multiplicity ... 2
Max |F| ... 0.448 eV/A